The following is a quantum chemistry calculation of a 17-piece molecular cluster, C72H185N7O24 overall, from the Open Molecules 2025 dataset.

Computed properties:
Energy relative to the best compared isomer or geometry (same formula, charge and spin)   237.61 kJ/mol
LUMO   0.507 eV
Gap between HOMO and LUMO   8.69 eV

Element x y z (Å)
1 C 8.650 4.702 4.142
2 O 8.226 3.944 5.241
3 C 7.319 2.958 4.801
4 C 6.956 1.891 5.899
5 N 6.403 2.626 7.054
6 C 4.992 3.021 6.969
7 C 4.024 1.965 6.419
8 O 4.129 1.849 5.031
9 C 3.035 1.132 4.398
10 H 7.773 5.228 3.765
11 H 9.044 4.102 3.322
12 H 9.442 5.351 4.516
13 H 7.741 2.344 4.005
14 H 6.400 3.328 4.346
15 H 7.854 1.370 6.231
16 H 6.298 1.078 5.594
17 H 6.971 3.455 7.153
18 H 4.969 3.876 6.294
19 H 4.662 3.331 7.961
20 H 3.040 2.366 6.664
21 H 4.254 1.031 6.932
22 H 2.064 1.213 4.887
23 H 3.211 0.058 4.346
24 H 2.890 1.597 3.423
25 C -0.827 -3.345 -0.381
26 O -0.788 -2.716 -1.641
27 C -0.410 -3.566 -2.723
28 C -0.315 -2.745 -4.088
29 N 0.494 -3.463 -5.093
30 C 1.001 -2.574 -6.154
31 C -0.059 -2.449 -7.223
32 O -0.458 -3.728 -7.776
33 C -1.188 -3.612 -9.005
34 H 0.108 -3.659 0.084
35 H -1.520 -4.185 -0.437
36 H -1.170 -2.614 0.352
37 H -0.996 -4.482 -2.796
38 H 0.583 -3.964 -2.518
39 H -0.003 -1.701 -4.055
40 H -1.374 -2.808 -4.338
41 H -0.050 -4.126 -5.627
42 H 1.883 -3.044 -6.590
43 H 1.291 -1.582 -5.811
44 H 0.391 -1.769 -7.946
45 H -0.915 -1.923 -6.800
46 H -1.469 -4.587 -9.402
47 H -0.533 -3.198 -9.771
48 H -2.042 -2.959 -8.828
49 C 7.706 -6.590 1.632
50 O 6.438 -5.921 2.020
51 C 6.676 -4.578 2.273
52 C 5.276 -3.926 2.695
53 N 4.520 -3.511 1.601
54 C 4.399 -4.588 0.580
55 C 3.501 -4.199 -0.610
56 O 3.926 -2.995 -1.173
57 C 3.077 -2.502 -2.119
58 H 8.055 -6.383 0.620
59 H 7.492 -7.659 1.612
60 H 8.521 -6.378 2.323
61 H 7.182 -4.041 1.471
62 H 7.320 -4.512 3.150
63 H 5.586 -3.044 3.255
64 H 4.719 -4.597 3.349
65 H 4.863 -2.687 1.128
66 H 4.081 -5.534 1.018
67 H 5.375 -4.791 0.141
68 H 2.440 -4.196 -0.361
69 H 3.571 -4.904 -1.439
70 H 2.135 -2.168 -1.684
71 H 2.942 -3.223 -2.926
72 H 3.584 -1.685 -2.632
73 C 10.345 -5.715 4.656
74 O 9.408 -4.908 5.274
75 C 9.513 -3.505 4.926
76 C 8.598 -2.661 5.820
77 N 7.269 -2.604 5.140
78 C 6.388 -2.096 6.242
79 C 4.931 -1.904 5.748
80 O 4.206 -3.163 5.765
81 C 2.796 -3.079 5.546
82 H 11.382 -5.560 4.954
83 H 10.244 -5.872 3.582
84 H 10.187 -6.719 5.050
85 H 9.309 -3.320 3.871
86 H 10.541 -3.187 5.101
87 H 8.916 -1.622 5.907
88 H 8.541 -3.182 6.776
89 H 6.940 -3.551 5.018
90 H 6.727 -1.094 6.505
91 H 6.280 -2.744 7.111
92 H 4.909 -1.552 4.717
93 H 4.455 -1.177 6.407
94 H 2.374 -2.157 5.945
95 H 2.500 -4.028 5.994
96 H 2.643 -3.049 4.467
97 C -4.737 2.934 -4.152
98 O -5.033 2.996 -5.559
99 C -3.816 2.870 -6.288
100 C -4.147 2.734 -7.776
101 N -4.840 1.504 -8.067
102 C -4.944 1.389 -9.502
103 C -5.871 2.389 -10.174
104 O -7.192 2.414 -9.624
105 C -8.092 1.388 -10.065
106 H -4.095 3.719 -3.754
107 H -4.296 1.961 -3.933
108 H -5.688 2.911 -3.620
109 H -3.349 1.974 -5.880
110 H -3.063 3.606 -6.009
111 H -3.244 2.878 -8.369
112 H -4.815 3.563 -8.008
113 H -5.782 1.581 -7.710
114 H -5.395 0.424 -9.730
115 H -3.997 1.381 -10.042
116 H -5.898 2.284 -11.258
117 H -5.545 3.417 -10.016
118 H -7.660 0.388 -10.089
119 H -8.447 1.715 -11.042
120 H -9.004 1.336 -9.471
121 C 2.088 -1.261 1.817
122 O 1.030 -0.263 1.736
123 C 0.729 0.081 0.368
124 C -0.351 1.148 0.257
125 N -0.590 1.605 -1.165
126 C -1.027 0.690 -2.180
127 C -2.320 -0.065 -1.893
128 O -3.438 0.796 -1.882
129 C -4.569 0.185 -1.310
130 H 2.905 -1.059 1.123
131 H 1.701 -2.231 1.506
132 H 2.448 -1.337 2.843
133 H 0.486 -0.811 -0.210
134 H 1.668 0.474 -0.022
135 H -0.123 2.065 0.800
136 H -1.332 0.833 0.614
137 H -1.234 2.380 -1.227
138 H -0.257 -0.025 -2.472
139 H -1.254 1.130 -3.151
140 H -2.186 -0.768 -1.071
141 H -2.357 -0.816 -2.682
142 H -4.680 -0.779 -1.808
143 H -5.478 0.708 -1.605
144 H -4.498 0.069 -0.228
145 C -0.942 2.267 4.062
146 O -0.584 3.643 3.877
147 C -1.443 4.657 4.506
148 C -0.904 6.094 4.106
149 N -1.670 7.238 4.604
150 C -3.136 7.221 4.565
151 C -3.708 8.404 5.464
152 O -3.772 9.603 4.656
153 C -3.787 10.873 5.334
154 H -1.862 1.967 3.560
155 H -0.991 2.075 5.134
156 H -0.110 1.638 3.744
157 H -1.436 4.567 5.593
158 H -2.444 4.505 4.102
159 H -0.647 6.239 3.056
160 H 0.108 6.214 4.492
161 H -1.357 8.071 4.126
162 H -3.565 6.261 4.849
163 H -3.439 7.446 3.542
164 H -3.111 8.695 6.329
165 H -4.693 8.115 5.830
166 H -2.777 11.106 5.670
167 H -4.458 10.875 6.193
168 H -4.166 11.703 4.738
169 C -3.883 -1.134 -5.688
170 C -4.397 -2.060 -6.780
171 C -5.938 -2.356 -6.767
172 O -4.116 -1.569 -8.086
173 H -4.589 -0.304 -5.657
174 H -2.891 -0.808 -6.002
175 H -3.960 -1.479 -4.657
176 H -3.839 -2.995 -6.729
177 H -6.152 -2.703 -5.757
178 H -6.205 -3.181 -7.427
179 H -6.556 -1.514 -7.080
180 H -4.208 -0.614 -8.064
181 C 1.060 -5.040 2.232
182 C 1.591 -6.212 3.153
183 C 0.837 -6.269 4.481
184 O 1.514 -7.432 2.489
185 H 1.098 -4.060 2.708
186 H -0.004 -5.234 2.092
187 H 1.517 -5.003 1.243
188 H 2.652 -6.018 3.310
189 H 1.394 -7.010 5.054
190 H -0.189 -6.630 4.399
191 H 0.973 -5.336 5.026
192 H 2.326 -7.327 1.987
193 C 8.016 -0.266 2.151
194 C 6.479 0.176 1.888
195 C 6.349 1.433 0.999
196 O 5.866 -0.839 1.134
197 H 8.428 -0.628 1.209
198 H 7.966 -1.108 2.842
199 H 8.663 0.458 2.645
200 H 5.950 0.207 2.841
201 H 5.338 1.842 0.996
202 H 6.701 1.351 -0.029
203 H 7.012 2.196 1.405
204 H 6.035 -0.692 0.201
205 C 3.832 3.504 -2.614
206 C 2.753 2.433 -2.633
207 C 3.343 1.018 -2.342
208 O 1.945 2.753 -1.611
209 H 4.387 3.483 -1.677
210 H 3.348 4.480 -2.628
211 H 4.621 3.405 -3.359
212 H 2.194 2.356 -3.566
213 H 3.912 0.826 -1.432
214 H 3.940 0.622 -3.164
215 H 2.518 0.308 -2.290
216 H 1.144 2.224 -1.606
217 C -0.321 -1.513 4.867
218 C -1.185 -2.184 3.794
219 C -2.503 -2.821 4.302
220 O -1.530 -1.162 2.884
221 H -0.843 -0.871 5.576
222 H 0.445 -0.902 4.391
223 H 0.120 -2.278 5.506
224 H -0.587 -2.960 3.317
225 H -2.363 -3.402 5.214
226 H -2.907 -3.528 3.578
227 H -3.341 -2.139 4.443
228 H -0.730 -0.737 2.565
229 C -8.426 2.310 -0.328
230 C -8.934 2.250 -1.773
231 C -8.657 3.483 -2.571
232 O -8.205 1.201 -2.479
233 H -7.343 2.431 -0.298
234 H -8.619 1.363 0.176
235 H -9.023 3.026 0.236
236 H -10.004 2.046 -1.810
237 H -9.149 3.397 -3.540
238 H -7.591 3.700 -2.634
239 H -9.212 4.304 -2.116
240 H -8.828 0.981 -3.175
241 C -2.610 5.423 0.153
242 C -3.274 4.037 0.061
243 C -4.807 4.010 -0.032
244 O -2.689 3.493 -1.129
245 H -3.213 6.158 0.686
246 H -2.549 5.848 -0.848
247 H -1.657 5.341 0.678
248 H -2.980 3.515 0.972
249 H -5.047 2.948 -0.097
250 H -5.146 4.621 -0.869
251 H -5.149 4.272 0.969
252 H -3.074 2.639 -1.342
253 C -6.936 -3.018 3.000
254 C -6.623 -1.570 2.680
255 C -7.092 -1.208 1.281
256 O -7.321 -0.840 3.621
257 H -7.970 -3.348 2.901
258 H -6.594 -3.203 4.018
259 H -6.459 -3.688 2.285
260 H -5.559 -1.356 2.787
261 H -6.363 -1.551 0.547
262 H -7.179 -0.141 1.077
263 H -8.055 -1.603 0.960
264 H -8.245 -1.096 3.673
265 C -0.446 4.580 -3.832
266 C 0.004 5.462 -5.005
267 C 1.533 5.518 -4.972
268 O -0.512 4.979 -6.160
269 H -0.165 4.941 -2.843
270 H -0.106 3.549 -3.930
271 H -1.532 4.647 -3.771
272 H -0.385 6.474 -4.892
273 H 2.008 4.538 -5.002
274 H 1.941 6.047 -4.111
275 H 1.858 5.996 -5.896
276 H -1.290 5.511 -6.344
277 C -3.946 -6.043 -1.204
278 C -4.626 -4.740 -0.932
279 C -4.354 -3.798 -2.107
280 O -5.983 -4.887 -0.766
281 H -4.432 -6.584 -2.016
282 H -3.994 -6.711 -0.344
283 H -2.951 -5.798 -1.574
284 H -4.151 -4.410 -0.008
285 H -4.525 -4.283 -3.068
286 H -3.322 -3.447 -2.125
287 H -5.002 -2.922 -2.115
288 H -6.352 -5.490 -1.416

Cartesian forces, eV/Å:
C -0.1 0.4 0.2
O -0.4 -1.1 0.2
C -0.5 -2.7 -0.2
C 0.4 2.0 0.6
N -0.1 -1.4 0.5
C 0.7 0.1 -1.0
C 0.6 1.0 0.8
O -0.9 -0.6 -1.0
C 0.4 0.6 0.2
H 0.2 0.5 -0.2
H 0.1 -0.3 0.0
H -0.2 0.3 -0.2
H 0.6 0.1 -0.4
H -0.2 0.7 0.3
H 0.3 0.2 0.0
H -0.2 0.5 -0.5
H 0.0 0.1 0.2
H -0.7 0.4 -0.1
H -0.1 0.0 0.0
H -0.3 -0.4 0.2
H -0.4 -0.4 0.1
H 0.1 0.5 0.6
H 0.4 0.0 -0.2
H 0.2 -0.4 -0.1
C -0.5 0.2 0.3
O 0.2 0.1 -0.5
C 2.3 1.0 -0.1
C -1.4 -2.2 0.5
N 0.6 0.9 0.7
C -0.5 -1.4 -0.1
C 0.0 0.3 -0.7
O 0.6 0.6 0.4
C 0.5 0.5 0.4
H 0.6 -0.3 -0.8
H 0.0 -0.2 0.3
H -0.5 0.1 -0.1
H -0.8 0.2 -0.2
H 0.4 0.1 0.1
H 0.1 -0.2 0.7
H -0.3 0.8 -0.7
H -0.3 -0.4 0.4
H 0.1 0.0 0.0
H -0.1 0.0 0.2
H -0.3 -0.1 -0.8
H -0.4 -0.1 0.0
H -0.1 -0.1 0.6
H 0.0 0.4 -0.1
H -0.2 -0.1 -0.3
C -1.6 -0.2 0.3
O 2.4 -1.8 -1.3
C -1.6 0.6 1.9
C 3.1 0.2 0.1
N -2.3 -0.9 -2.3
C -0.1 1.1 -0.8
C 0.1 -0.6 0.1
O 1.3 0.5 1.7
C 0.0 0.5 -1.5
H -0.3 0.7 -0.1
H 0.0 0.0 0.4
H -0.2 0.1 0.2
H -0.2 0.1 -0.4
H 0.4 0.1 0.2
H -0.3 0.0 0.2
H 0.2 -0.2 0.0
H 0.3 0.1 0.3
H -0.2 0.1 0.1
H 0.2 -0.2 0.0
H -0.2 0.5 0.3
H 0.1 -0.8 0.2
H -0.3 0.0 -0.1
H -0.6 -0.4 -0.1
H -0.1 0.3 0.3
C 0.3 -1.9 0.4
O -0.6 1.6 -0.2
C 0.8 0.0 0.8
C -0.4 -1.3 -2.1
N -0.3 0.5 2.7
C -1.9 0.4 -2.0
C -0.1 -1.1 -0.1
O 1.0 1.0 0.7
C 1.8 -0.1 -0.4
H 0.2 0.8 -0.2
H 0.0 0.7 -0.3
H -0.3 -0.2 0.1
H -0.2 -0.2 -0.2
H 0.3 -0.1 0.0
H 0.4 -0.2 0.2
H 0.1 0.3 0.3
H 0.2 -0.5 -0.3
H 0.2 -0.1 0.3
H 0.6 -0.1 0.2
H 0.2 0.4 -0.1
H -0.3 0.0 0.1
H -0.2 -0.2 0.5
H -0.9 0.4 -0.1
H -0.4 -0.2 -0.2
C -0.9 -0.9 -0.4
O 0.6 0.8 0.7
C -0.2 -1.0 0.3
C 0.0 1.2 1.6
N 0.9 -0.3 -0.6
C -1.4 -0.9 -1.2
C -0.5 1.1 0.2
O -0.2 -0.8 0.6
C 0.2 0.7 -0.6
H 0.1 0.2 -0.3
H 0.4 0.0 0.0
H -0.1 0.3 -0.1
H 0.2 -0.7 -0.5
H -0.3 0.8 -0.4
H 0.0 -0.4 -0.1
H 0.1 0.5 -0.1
H -0.2 0.0 0.2
H 0.1 -0.4 0.0
H 0.3 0.2 0.4
H 0.0 -0.4 -0.2
H 0.2 0.0 0.1
H 0.2 0.0 -0.1
H 0.1 -0.5 -0.4
H 0.4 0.3 0.6
C -0.9 0.2 -0.5
O 0.1 -0.3 0.0
C 0.8 0.3 0.4
C -1.3 0.5 -1.4
N 1.4 0.1 -0.1
C -0.8 -1.2 -0.1
C 1.3 -1.2 -0.6
O 0.6 0.4 0.5
C -0.5 -0.6 -0.8
H 0.2 0.4 0.1
H -0.2 -0.2 0.1
H -0.1 0.2 -0.2
H -0.3 -0.2 0.0
H 0.0 0.2 -0.4
H 0.4 -0.2 0.1
H 0.1 -0.6 0.6
H 0.4 0.4 0.8
H 0.1 -0.4 0.5
H 0.3 1.1 0.1
H -0.5 0.6 1.0
H -0.7 0.0 -0.7
H -0.1 -0.4 0.4
H 0.1 0.5 0.2
H 0.1 0.0 0.1
C 0.4 0.8 0.9
O -0.3 0.8 0.2
C 1.0 0.1 -1.6
C 0.6 -0.5 0.1
N -0.4 -0.6 0.9
C 0.4 1.7 0.4
C 0.3 0.2 -0.9
O -0.4 0.3 -0.5
C 0.0 -1.0 0.5
H -0.1 0.1 0.0
H -0.5 -0.1 0.2
H 0.0 0.3 -0.5
H 0.0 -0.1 0.1
H -0.2 0.1 0.2
H -0.8 -0.8 -0.7
H 0.0 -0.3 0.7
H 0.1 0.0 0.1
H 0.2 0.1 0.2
H -0.7 -0.1 -0.1
H 0.4 -0.8 0.1
H -0.3 0.2 -0.1
H 0.1 0.1 0.1
H 0.0 -0.3 0.3
H 0.2 -0.5 -0.7
C -1.2 0.5 -0.4
C -1.2 -0.7 -0.7
C 1.2 -0.5 0.8
O 0.7 0.0 0.0
H 0.3 0.6 -0.3
H 0.0 0.1 0.5
H 0.5 -0.7 -0.1
H -0.2 -0.3 0.1
H -0.6 0.2 0.1
H 0.3 0.0 -0.2
H 0.2 0.3 0.4
H -0.1 0.6 0.1
C -0.5 -1.0 0.8
C -0.9 2.6 -0.1
C 1.4 -0.5 -0.1
O 0.3 -0.4 -0.5
H 0.5 -0.1 0.1
H -0.2 -0.1 -0.2
H 0.2 -0.1 0.2
H 0.1 0.3 0.6
H -0.2 -0.2 0.3
H 0.0 0.4 -0.2
H -0.5 0.1 -0.1
H -0.1 -1.1 -0.7
C -1.9 0.0 0.2
C 2.2 0.2 -1.5
C 0.6 0.9 1.6
O -0.7 -1.4 0.1
H 0.2 0.2 0.0
H 0.0 -0.2 -0.1
H -0.2 0.4 -0.3
H 0.0 0.4 -0.1
H -0.1 -0.2 0.0
H -0.1 -0.7 -0.1
H -0.1 0.3 0.2
H 0.1 0.0 0.0
C 0.3 0.2 -0.1
C 2.7 -1.6 0.0
C -0.4 -0.5 -1.1
O -1.3 1.4 2.0
H -0.3 -0.3 0.3
H 0.1 0.1 -0.4
H -0.3 0.1 -0.4
H 0.2 0.2 -0.5
H 0.0 0.8 0.2
H 0.3 0.2 -0.2
H -0.3 0.0 0.1
H -1.0 -0.3 0.1
C -0.1 -0.7 0.6
C -0.7 0.9 1.0
C 0.2 -0.3 -0.3
O -1.0 -0.2 -0.7
H -0.5 0.1 -0.3
H 0.2 -0.2 0.0
H 0.4 -0.1 -0.1
H 0.0 -0.1 -0.2
H 0.2 0.1 0.1
H 0.3 -0.1 -0.3
H 0.4 0.5 0.2
H 0.6 0.1 -0.2
C -0.7 -0.8 -0.4
C 1.4 -0.5 0.0
C -1.1 1.0 0.3
O -0.8 -0.1 0.7
H -0.1 0.6 0.1
H -0.1 -0.2 -0.2
H 0.5 0.4 0.0
H -0.1 -0.2 0.2
H 0.5 -0.1 -0.3
H -0.2 0.0 -0.1
H 0.3 0.4 0.2
H 0.4 -0.4 -0.4
C -0.9 0.1 0.2
C 0.2 1.1 -0.6
C 1.5 -0.5 0.8
O -0.1 0.3 0.3
H -0.2 -0.2 0.4
H 0.5 -0.2 -0.1
H 0.2 0.1 -0.4
H 0.1 -0.6 -0.1
H -0.4 0.0 -0.6
H -0.4 -0.1 0.2
H -0.5 0.6 -0.3
H -0.5 -0.6 0.0
C 1.1 -1.0 -0.5
C -1.7 -1.1 -1.0
C 0.5 0.3 -1.2
O -0.1 2.1 1.6
H -0.4 0.8 0.2
H 0.0 -0.3 -0.1
H 0.5 -0.2 0.2
H 0.0 0.0 0.2
H 0.0 -0.3 -0.1
H 0.2 0.2 0.5
H -0.1 -0.4 0.4
H 0.1 -0.2 -0.3
C -0.9 0.8 0.4
C 1.4 0.2 3.5
C 0.1 0.1 -1.2
O -0.7 -0.9 -2.6
H 0.6 0.1 -0.1
H -0.1 0.0 -0.2
H -0.3 -0.6 -0.2
H 0.2 0.3 0.5
H -0.3 -0.3 0.2
H -0.3 0.1 0.0
H 0.2 0.3 0.0
H 0.0 -0.3 -0.3
C 0.1 -0.7 -0.5
C 1.2 0.2 -1.3
C 0.2 0.5 0.0
O -1.7 0.1 1.1
H -0.2 0.1 -0.3
H 0.5 0.1 0.1
H 0.3 -0.5 0.4
H -0.5 0.7 0.2
H -0.1 -0.4 0.0
H 0.2 0.1 0.1
H 0.0 0.0 0.3
H 0.2 -0.1 -0.1

Results of the Mulliken charge analysis, in e, for atoms 1 through 8:
1. C -0.72
2. O -0.45
3. C -0.06
4. C 0.50
5. N -0.45
6. C -0.95
7. C -0.26
8. O -0.35